Record 1
Formula: C7H17NO
Source: OMol25
Level of theory: ωB97M-V/def2-TZVPD

## Properties
E_HOMO (eV): -8.81
Gap between HOMO and LUMO (eV): 9.543
SMILES: CCN(C)C(C)=O.CC
Energy above the lowest of the compared OMol25 structures with the same formula, charge and spin (kJ/mol): 575.1
Maximum force (eV/Å): 19.18

```
! wB97M-V def2-TZVPD RIJCOSX def2/J DEFGRID3
* xyz 0 1
H 2.283 1.325 1.587
H -0.059 -2.206 2.656
C 2.328 1.497 0.481
H -2.052 2.849 -1.671
H -4.348 1.790 -0.534
H 0.269 0.098 1.341
H -3.017 0.562 -0.209
C 0.769 -0.934 1.290
C -0.248 -2.062 1.832
H -2.765 2.252 0.510
H 0.802 -2.292 -1.495
H 1.558 2.007 0.223
H 3.283 2.098 0.277
H 1.336 -0.909 2.229
H -1.836 1.061 -2.147
O 2.652 -0.023 -1.497
H 2.358 -1.939 -1.765
H -1.279 -1.786 1.482
C -3.229 1.566 -0.270
C 2.287 0.074 -0.363
C -2.571 1.910 -1.708
N 1.514 -0.953 0.054
C 1.624 -2.035 -0.887
H 0.024 -3.194 1.340
H -3.297 2.154 -2.435
H 1.613 -2.912 -0.323
*
```

Atom charges from the Mulliken analysis, given in e for atoms 1 to 6: H 0.33; H 0.65; C -1.18; H 0.26; H 0.26; H 0.34

---

Record 2
Formula: C33H57GaN3O5Si
Source: OMol25
Level of theory: ωB97M-V/def2-TZVPD

## Properties
E_HOMO (eV): -11.34
Gap between HOMO and LUMO (eV): 7.840
Maximum force (eV/Å): 3.09

```
! wB97M-V def2-TZVPD RIJCOSX def2/J DEFGRID3
* xyz 1 1
C -4.988 0.111 3.082
C -1.961 3.601 2.091
H -2.289 1.380 -0.371
H -0.540 -4.645 -1.604
H -0.443 -0.948 -5.047
Si 0.332 1.974 -2.278
C 0.119 -3.747 -1.688
H 2.890 -3.125 1.318
C 0.440 3.043 2.119
H 1.810 0.799 4.688
C -3.561 -2.958 -3.300
C -1.309 -1.261 -5.656
C 2.771 2.919 2.949
C 4.123 -1.271 3.501
C 3.911 0.315 1.189
H 1.317 1.225 -4.449
C 2.895 0.279 2.164
H 0.983 4.172 -1.956
H 0.526 -4.073 0.437
H 4.194 -1.867 4.418
C 0.746 3.403 -1.213
C 1.585 2.272 2.304
C -2.985 -1.782 -4.040
O -0.042 -1.501 2.648
H 4.833 1.608 -0.232
H -2.777 3.453 1.376
H 2.439 -0.704 5.395
H 5.930 -2.026 2.608
C 0.156 -3.276 -0.237
H -1.938 0.568 5.566
H -4.453 -2.555 -2.806
H -1.641 -2.129 -7.589
H -4.157 0.151 5.080
H 0.275 0.207 -0.978
H -0.692 0.654 4.312
H -5.963 -0.269 3.405
H 3.671 2.886 2.321
H -0.857 -2.987 0.075
C -3.992 0.320 4.015
N -1.173 1.273 1.838
H -3.784 -1.244 -4.588
H 3.155 2.061 0.121
H 1.736 2.911 -4.012
H 5.777 -0.564 0.596
H -2.534 -1.083 -3.317
H -1.543 4.600 1.923
O -1.537 -1.192 1.043
C 4.999 -0.539 1.362
H 2.606 1.545 -3.280
H 3.006 2.476 3.928
C -4.781 0.402 1.741
H -3.826 -3.781 -3.982
H -2.030 2.639 -2.260
H -5.574 0.275 1.007
H 2.318 -4.305 0.094
C 3.040 -0.416 3.376
H 2.054 -2.536 -1.598
H -3.896 2.166 -0.372
H -3.761 0.465 -0.781
N -1.267 -1.772 2.206
H 1.442 -0.066 -2.473
H -1.803 1.280 -3.393
H -0.124 3.732 -0.642
H -0.359 -3.057 -2.418
H 1.082 -4.098 -2.132
C 1.630 1.896 -3.638
C -2.499 0.914 2.243
H 3.963 -3.511 -0.098
H 0.564 4.116 2.275
H -1.558 2.128 4.816
C 3.831 1.210 -0.014
O -1.999 -2.278 -4.949
C -3.347 1.244 -0.125
H -0.213 -2.800 -6.759
C 2.223 -2.299 -0.515
O 0.991 -2.142 0.254
H -2.378 3.602 3.111
C -0.792 -1.892 -6.932
C 0.417 0.111 -2.106
H 2.520 3.972 3.116
H 1.103 -0.773 4.265
C 5.091 -1.348 2.501
H 1.604 3.281 -0.551
C -1.355 2.195 -2.991
H -0.453 -0.299 -2.655
Ga 0.176 -0.117 1.282
N 1.656 0.975 1.951
H 2.735 -1.342 -0.477
C -1.668 1.052 4.620
H -1.191 2.904 -3.805
H -2.899 -3.367 -2.529
H -1.918 -0.379 -5.913
H 3.512 0.667 -0.918
C -2.728 0.753 3.610
C 2.042 -0.253 4.477
H -0.152 -1.134 -7.393
O -2.009 -2.534 2.753
C 2.919 -3.389 0.238
C -0.859 2.593 1.948
C -3.533 0.854 1.304
*
```

Atom charges from the Mulliken analysis, given in e for atoms 1 to 6: C -1.07; C -1.80; H -0.18; H 0.47; H -0.12; Si 0.84

---

Record 3
Formula: C21H60F2N4O12S2
Source: OMol25
Level of theory: ωB97M-V/def2-TZVPD

## Properties
E_HOMO (eV): -1.84
Gap between HOMO and LUMO (eV): 5.844
Maximum force (eV/Å): 6.31

```
! wB97M-V def2-TZVPD RIJCOSX def2/J DEFGRID3
* xyz -2 1
C 0.102 -7.649 1.944
C -3.328 6.853 -0.090
H -1.159 -3.892 -5.337
C 1.219 -0.492 -1.070
H -0.310 -3.244 -1.898
C -2.049 -0.436 1.895
O 1.464 1.477 2.966
S 4.976 -0.181 1.117
C 0.317 3.267 4.025
H -2.069 -0.339 -1.966
H -2.039 5.728 -2.048
C 1.118 1.276 -6.068
H 2.211 -0.171 2.082
C 0.032 4.188 -2.360
C -0.983 3.085 3.279
C 0.905 0.724 -4.675
H -0.517 4.217 0.890
H -2.339 0.439 2.494
H -3.090 -1.792 3.265
H -2.537 4.393 -1.121
N -1.605 -7.603 0.224
O 1.504 1.599 -3.765
H -0.530 -4.821 -2.570
C 1.696 0.084 3.004
H -1.036 -0.235 1.532
H 0.544 0.810 -6.872
O -1.602 1.330 -0.846
H -1.802 1.065 -2.903
N 4.471 1.060 1.937
H -0.234 -2.183 -4.164
N -0.145 3.819 0.037
H 1.137 -3.270 -3.813
H -4.319 0.772 -1.230
H 2.009 2.056 4.789
F 4.434 0.372 -0.297
H 0.851 -7.983 1.218
H 0.869 2.340 -6.117
H -0.965 -5.111 -0.060
H 1.848 -0.949 -0.288
H -1.614 -6.322 1.900
H 0.567 -7.219 2.827
C 1.377 -3.930 1.052
O -0.226 -3.990 -5.131
H -2.251 -7.020 -0.295
H 1.615 -0.837 -2.045
H -1.885 -2.545 2.195
H 1.091 4.002 -2.512
H -3.481 7.533 -0.939
O 4.238 -1.409 1.219
H 0.190 -0.895 -0.938
H -0.159 0.561 -4.448
O 6.663 1.022 3.509
C -1.837 5.239 -1.076
H 0.080 3.682 5.016
H 1.215 1.308 -2.868
H 0.241 5.666 -0.896
H 0.750 -0.473 2.993
O -2.929 -0.617 0.806
H 2.309 -4.504 1.034
C -0.377 4.772 -1.036
C -2.225 0.750 -1.935
H -1.773 -3.560 -2.850
C -0.703 -3.764 -2.778
H 1.633 -3.199 1.820
O 4.945 -0.752 3.950
C -2.118 -1.661 2.792
H 0.524 -5.939 -0.250
H -1.563 2.304 3.779
O 1.177 0.890 -0.903
F 4.526 1.514 4.303
N 1.165 4.283 3.363
H -0.885 2.676 2.273
H 2.181 1.226 -6.316
O 0.324 -4.776 1.542
S 5.314 0.518 3.349
O -2.130 6.164 -0.064
H -0.630 1.111 -0.840
H -4.076 0.793 -3.016
H -0.315 -8.624 2.222
H 2.355 -0.273 3.801
C 1.063 1.965 4.238
H -2.123 -8.362 0.642
H -4.214 6.209 -0.028
H -0.559 2.895 -0.084
H 0.599 4.982 2.893
C -3.698 1.134 -2.050
C -0.172 -5.603 0.525
H 1.340 -0.288 -4.671
H 0.456 1.220 4.770
H 1.128 -3.429 0.120
H 1.613 4.829 4.095
C -0.890 -6.763 1.210
H -3.402 7.522 0.770
H -0.547 3.304 -2.631
H -2.578 -0.112 0.056
H -0.175 4.954 -3.123
H -1.320 -1.579 3.534
C 0.059 -3.216 -3.955
H -3.787 2.223 -2.090
H -1.530 4.027 3.207
O 6.386 -0.222 0.823
*
```

Atom charges from the Mulliken analysis, given in e for atoms 1 to 6: C -1.43; C -0.81; H 0.31; C 0.27; H -0.12; C 0.88

---

Record 4
Formula: C3H8N3O2
Source: OMol25
Level of theory: ωB97M-V/def2-TZVPD

## Properties
E_HOMO (eV): -4.41
Gap between HOMO and LUMO (eV): 8.561
Energy above the lowest of the compared OMol25 structures with the same formula, charge and spin (kJ/mol): 24.6
Maximum force (eV/Å): 0.52

```
! wB97M-V def2-TZVPD RIJCOSX def2/J DEFGRID3
* xyz -1 1
C 0.337 -1.283 -1.211
O 0.841 1.793 0.231
C 0.946 1.209 1.334
H -2.458 -0.914 -0.137
O 0.977 -0.019 1.565
N 0.982 2.073 2.480
H 1.499 1.732 3.274
H 1.246 3.011 2.219
H 1.880 -2.344 -1.113
N -0.950 -1.066 -1.645
H -2.546 0.277 -1.462
C -1.868 -0.307 -0.832
H -1.290 -1.786 -2.263
N 0.944 -2.365 -1.505
H 0.743 -0.419 -0.685
H -1.284 0.406 -0.250
*
```

Atom charges from the Mulliken analysis, given in e for atoms 1 to 6: C 0.25; O -0.74; C 0.66; H 0.23; O -0.72; N -0.55

---

Record 5
Formula: C56H72N8O4
Source: OMol25
Level of theory: ωB97M-V/def2-TZVPD

## Properties
E_HOMO (eV): -9.26
Gap between HOMO and LUMO (eV): 9.739
SMILES: c1ccncc1.c1ccncc1.c1ccncc1.c1ccncc1.c1ccncc1.c1ccncc1.c1ccncc1.c1ccncc1.C1CCOC1.C1CCOC1.C1CCOC1.C1CCOC1
Energy above the lowest of the compared OMol25 structures with the same formula, charge and spin (kJ/mol): 0.0
Maximum force (eV/Å): 3.75

```
! wB97M-V def2-TZVPD RIJCOSX def2/J DEFGRID3
* xyz 0 1
H 10.882 17.830 12.638
C 13.419 18.640 9.796
C 14.818 15.227 5.696
C 13.979 14.214 14.834
C 8.352 10.297 14.310
C 7.012 10.100 6.296
H 9.762 16.718 5.785
C 10.961 20.263 5.570
C 7.679 12.395 6.692
H 9.050 18.041 12.768
O 14.179 15.239 13.869
C 8.974 11.486 12.469
O 17.025 12.294 11.241
C 9.298 10.727 6.790
H 14.067 19.201 13.140
C 9.816 17.676 9.823
H 13.560 10.758 15.860
H 18.726 18.465 8.341
H 12.825 16.482 12.861
C 13.336 16.377 4.225
H 12.919 9.322 16.674
H 11.621 17.497 7.172
C 13.109 9.778 15.703
C 18.580 15.091 8.778
C 13.683 19.302 12.136
H 14.017 15.637 9.692
H 12.217 19.870 8.681
C 19.111 16.382 8.496
C 8.384 9.725 6.469
H 12.127 13.218 15.258
H 16.385 18.263 9.212
C 9.176 12.640 13.204
H 19.844 12.106 12.769
C 12.523 14.232 15.191
H 9.548 20.485 3.885
H 16.460 13.862 12.386
H 11.206 9.145 14.946
C 16.664 12.803 12.541
H 11.426 21.238 5.570
C 9.771 16.316 11.637
C 14.425 16.677 3.412
H 16.758 14.116 9.447
C 8.936 12.651 14.545
H 5.660 11.827 6.347
C 11.174 18.161 6.448
H 9.243 18.089 8.993
H 14.680 17.609 11.165
H 12.413 20.849 12.783
H 16.863 15.175 4.968
H 9.047 13.529 15.164
H 9.303 15.673 12.382
H 14.985 14.634 6.583
C 12.791 20.315 11.924
H 12.648 15.435 6.066
H 8.865 18.210 3.952
O 13.495 9.298 13.492
H 13.796 13.136 7.613
H 11.018 15.527 14.352
H 12.810 11.219 13.369
H 11.747 14.358 13.169
H 13.844 7.933 14.916
H 8.279 11.416 16.191
C 12.996 14.038 10.685
C 15.865 15.563 4.827
H 10.708 15.862 11.313
C 13.483 15.656 5.417
C 18.304 17.516 8.636
H 18.524 10.904 11.119
C 9.071 16.422 10.382
N 12.194 20.600 10.664
H 8.718 8.702 6.378
H 20.044 16.544 7.976
C 11.907 14.971 14.056
C 10.090 17.742 5.681
C 11.090 13.209 9.404
N 8.505 10.335 12.975
H 15.569 12.006 9.019
C 12.452 10.199 13.512
H 14.268 13.290 14.333
H 12.902 16.776 14.560
H 15.817 12.294 13.001
H 14.003 9.646 5.147
C 11.880 10.001 14.921
C 8.548 11.432 15.145
H 8.038 9.358 14.743
H 9.075 15.501 9.799
C 12.966 15.980 13.818
H 6.308 9.298 6.134
H 12.390 16.758 3.867
H 9.187 11.504 11.410
C 17.961 12.615 13.408
H 8.043 16.695 10.619
H 10.336 10.455 6.910
C 13.153 14.990 9.665
N 12.356 15.088 8.582
C 15.553 10.212 7.944
H 14.263 17.179 2.470
H 13.632 17.977 8.971
N 15.181 9.548 6.830
C 19.045 12.704 12.331
N 11.568 19.422 6.435
H 12.365 14.821 16.094
H 11.792 12.291 11.185
H 17.991 13.441 14.119
H 16.269 9.768 8.619
H 13.630 14.012 11.559
C 16.990 17.385 9.041
N 8.999 12.073 6.883
H 17.944 11.692 13.987
C 11.939 13.101 10.487
H 11.778 9.919 12.702
H 10.708 14.233 7.595
H 9.378 13.564 12.682
C 13.969 9.001 14.742
H 18.857 12.479 10.266
C 13.696 11.431 6.262
H 15.010 9.300 14.870
H 11.283 10.845 15.268
H 12.947 11.874 5.622
H 7.429 13.429 6.878
C 14.301 10.215 6.015
C 11.350 14.171 8.461
C 6.678 11.472 6.407
C 15.076 11.493 8.207
C 9.907 17.758 12.157
H 19.136 14.218 8.469
C 17.247 15.041 9.178
N 15.687 16.280 3.679
H 10.290 12.494 9.279
C 10.052 19.845 4.594
H 10.807 17.515 9.398
C 12.610 19.726 9.676
C 18.414 11.989 11.132
C 9.573 18.543 4.697
C 14.129 12.133 7.389
O 9.897 18.529 10.983
H 14.609 14.479 15.683
H 19.579 13.629 12.114
C 14.032 18.467 11.065
N 16.491 16.164 9.410
*
```

Atom charges from the Mulliken analysis, given in e for atoms 1 to 6: H 0.04; C 0.01; C 0.02; C 0.22; C -0.42; C -0.18